[1]
Molecular formula: C12H30O18V
Method: DFT, ωB97M-V/def2-TZVPD

```
! RIJCOSX wB97M-V def2-TZVPD def2/J DEFGRID3
* xyz -3 1
O -4.920 25.591 17.446
V -6.027 24.884 16.482
O -5.365 23.552 15.927
C -8.083 24.694 18.321
O -9.042 24.264 17.659
O -7.098 23.962 18.230
O -7.813 25.683 17.684
C -7.315 26.472 14.562
O -8.408 27.001 14.809
O -6.246 26.676 15.088
O -7.683 25.265 14.921
C -3.123 21.706 18.051
C -2.551 23.051 18.664
O -3.614 23.722 19.161
O -3.275 20.706 19.056
H -2.339 21.269 17.432
H -4.000 21.656 17.405
H -2.044 23.578 17.856
H -1.768 22.870 19.400
H -4.111 23.118 19.717
H -2.454 20.363 19.416
C -1.435 25.678 15.449
C -2.091 27.159 15.496
O -2.021 27.502 16.873
O -0.039 25.984 15.458
H -1.628 25.181 14.498
H -1.676 25.058 16.312
H -3.167 27.114 15.327
H -1.586 27.794 14.768
H -2.909 27.650 17.207
H 0.250 25.802 16.355
C -5.927 30.380 15.496
C -4.634 29.605 15.495
O -4.792 28.604 16.426
O -6.427 31.055 16.673
H -6.628 29.690 15.026
H -5.761 31.204 14.802
H -3.789 30.257 15.716
H -4.405 29.171 14.522
H -5.385 27.963 16.027
H -5.795 31.774 16.746
C -5.824 23.007 12.395
C -4.831 23.216 11.156
O -5.598 23.580 10.063
O -6.596 21.733 12.634
H -6.627 23.744 12.417
H -5.288 23.308 13.295
H -4.154 22.399 10.906
H -4.125 24.018 11.372
H -5.708 22.782 9.541
H -6.024 20.982 12.459
C -10.092 20.694 17.456
C -8.603 20.994 17.944
O -7.781 21.588 17.050
O -10.871 21.818 17.726
H -10.577 19.793 17.831
H -9.882 20.639 16.388
H -8.240 20.005 18.223
H -8.572 21.611 18.842
H -7.721 22.503 17.336
H -10.331 22.529 17.374
*
```

Total energy = -2773.05662 Eh
E_HOMO = 3.15 eV

Here are the natural (NBO) charges for atoms 1 to 5, given in e:
1. O -0.64
2. V 1.46
3. O -0.66
4. C 0.87
5. O -0.81

---

[2]
Molecular formula: C4H6O2
Method: DFT, ωB97M-V/def2-TZVPD

```
! RIJCOSX wB97M-V def2-TZVPD def2/J DEFGRID3
* xyz 0 1
C -0.902 -1.141 -0.113
C 0.041 -0.027 0.253
C -0.282 1.392 0.045
O -0.366 0.801 1.329
C 1.506 -0.169 -0.014
O 1.898 -0.646 -1.054
H -1.026 -1.827 0.732
H -1.889 -0.741 -0.356
H -0.515 -1.697 -0.968
H 0.527 2.120 -0.037
H -1.182 1.611 -0.524
H 2.189 0.325 0.707
*
```

Total energy = -306.43348 Eh
E_HOMO = -10.00 eV
Energy relative to the best compared isomer or geometry (same formula, charge and spin) = 191.17 kJ/mol

Here are the natural (NBO) charges for atoms 1 to 5, given in e:
1. C -0.63
2. C 0.09
3. C -0.08
4. O -0.47
5. C 0.42

---

[3]
Molecular formula: C4H32NO13
Method: DFT, ωB97M-V/def2-TZVPD

```
! RIJCOSX wB97M-V def2-TZVPD def2/J DEFGRID3
* xyz -1 1
C -2.536 0.103 -1.707
O -3.701 0.882 -1.388
C -1.246 0.908 -1.686
C -0.172 -0.068 -2.305
C 1.267 0.326 -1.959
O 1.615 0.361 -0.593
N -1.012 1.366 -0.332
H -2.564 -0.909 -1.301
H -2.750 -0.081 -2.772
H -3.755 1.171 -0.475
H -1.416 1.724 -2.364
H -0.387 -1.102 -2.043
H -0.362 0.101 -3.369
H 1.954 -0.433 -2.375
H 1.692 1.192 -2.474
H -0.553 2.250 -0.236
H -0.526 0.687 0.237
H 3.441 -2.377 -1.993
H 3.037 -3.230 -0.871
O 3.054 -3.244 -1.828
H 1.212 -0.477 -0.062
H -0.164 -1.685 0.369
O 0.709 -1.502 0.726
H -0.005 -1.871 2.411
H -0.715 -0.803 3.269
O -0.512 -1.734 3.211
H -0.673 3.480 -2.727
H 0.589 2.834 -2.079
O 0.288 3.422 -2.769
H 3.184 -2.672 1.407
H 3.023 -1.428 0.568
O 3.705 -1.954 1.015
H 1.956 -0.838 4.344
H 2.620 -0.050 3.274
O 2.832 -0.512 4.094
H -3.378 2.623 -2.071
H -2.708 3.749 -1.286
O -2.997 3.519 -2.173
H -2.152 -3.896 0.082
H -0.753 -3.282 0.155
O -1.672 -3.096 -0.087
H -1.374 2.344 3.945
H -2.008 1.606 2.708
O -2.068 1.749 3.655
H 0.681 4.611 2.031
H 0.622 3.069 2.251
O 0.099 3.861 2.161
H 1.931 -3.885 0.570
H 1.202 -2.915 1.445
O 1.445 -3.895 1.395
*
```

Total energy = -1204.51653 Eh
E_HOMO = -5.93 eV
Energy relative to the best compared isomer or geometry (same formula, charge and spin) = 74.22 kJ/mol

Here are the natural (NBO) charges for atoms 1 to 5, given in e:
1. C -0.07
2. O -0.76
3. C -0.09
4. C -0.45
5. C -0.07

---

[4]
Molecular formula: C43H76N8Ni2O22
Method: DFT, ωB97M-V/def2-TZVPD

```
! RIJCOSX wB97M-V def2-TZVPD def2/J DEFGRID3
* xyz 2 5
C 20.247 5.180 -12.423
C 19.651 4.057 -11.547
C 18.103 3.987 -11.720
C 17.745 3.679 -13.219
C 18.303 2.288 -13.599
C 19.796 2.073 -13.453
N 20.130 2.690 -12.042
O 21.182 2.123 -11.321
C 20.495 2.898 -14.574
C 20.013 0.520 -13.466
C 19.933 4.248 -10.043
H 20.431 6.073 -11.826
H 19.772 5.461 -13.363
H 21.251 4.907 -12.748
H 17.728 4.978 -11.462
H 17.468 3.472 -10.999
H 18.101 4.496 -13.847
H 16.681 3.658 -13.454
H 17.890 2.150 -14.599
H 17.745 1.604 -12.961
H 20.005 3.816 -14.897
H 20.523 2.317 -15.496
H 21.515 3.169 -14.304
H 21.023 0.320 -13.108
H 19.935 0.213 -14.509
H 19.358 -0.103 -12.857
H 21.017 4.316 -9.945
H 19.630 3.420 -9.404
H 19.498 5.066 -9.469
C 15.988 -10.606 -12.411
C 16.997 -10.046 -11.402
C 18.424 -10.419 -11.837
C 19.117 -9.568 -12.936
C 18.869 -8.012 -12.734
C 17.441 -7.568 -12.314
N 16.925 -8.533 -11.270
O 16.000 -7.958 -10.362
C 16.521 -7.573 -13.561
C 17.616 -6.154 -11.745
C 16.681 -10.725 -9.955
H 14.980 -10.507 -12.008
H 16.140 -11.667 -12.608
H 16.012 -10.204 -13.424
H 18.500 -11.475 -12.096
H 19.159 -10.492 -11.035
H 18.673 -9.752 -13.914
H 20.155 -9.893 -13.004
H 19.098 -7.557 -13.697
H 19.621 -7.678 -12.019
H 15.513 -7.674 -13.158
H 16.606 -8.371 -14.299
H 16.682 -6.752 -14.260
H 16.642 -5.787 -11.418
H 17.925 -5.544 -12.594
H 18.256 -5.993 -10.877
H 15.818 -10.362 -9.396
H 17.501 -10.576 -9.253
H 16.612 -11.801 -10.117
Ni 21.472 -1.109 -6.554
Ni 16.010 -1.934 -12.005
C 16.924 -2.415 -4.107
C 17.762 -3.615 -4.769
N 17.082 -4.447 -5.886
C 17.111 -3.667 -7.153
C 17.754 -5.835 -6.152
C 19.307 -5.737 -6.371
C 15.580 -4.648 -5.490
C 15.144 -5.522 -4.250
O 15.435 -4.927 -2.993
C 14.553 -5.261 -1.915
H 15.941 -2.648 -3.699
H 16.780 -1.618 -4.837
H 17.565 -2.055 -3.302
H 18.209 -4.203 -3.968
H 18.634 -3.234 -5.300
H 16.722 -4.377 -7.884
H 18.104 -3.410 -7.522
H 16.388 -2.854 -7.084
H 17.346 -6.432 -6.968
H 17.602 -6.447 -5.263
H 19.846 -6.647 -6.635
H 19.801 -5.323 -5.493
H 19.541 -5.105 -7.228
H 15.235 -5.124 -6.408
H 15.198 -3.637 -5.348
H 15.549 -6.535 -4.243
H 14.063 -5.611 -4.355
H 15.046 -5.126 -0.952
H 14.090 -6.248 -1.888
H 13.699 -4.585 -1.868
C 19.317 -2.817 -9.699
C 20.068 -2.035 -8.885
C 19.940 -0.573 -8.921
O 20.700 0.170 -8.146
C 18.876 0.088 -9.485
C 17.915 -0.680 -10.357
C 18.344 -2.235 -10.560
O 17.683 -2.826 -11.416
O 16.803 -0.354 -10.825
O 20.790 -2.730 -8.040
H 19.411 -3.889 -9.788
H 18.709 1.155 -9.508
C 13.993 -5.526 -11.453
C 13.392 -6.018 -10.316
C 13.269 -5.205 -9.069
O 12.738 -5.658 -7.919
C 13.835 -3.929 -9.002
C 14.427 -3.265 -10.213
C 14.439 -4.141 -11.574
O 14.882 -3.513 -12.536
O 15.044 -2.196 -10.247
O 12.928 -7.220 -10.404
H 14.120 -6.241 -12.252
H 13.898 -3.333 -8.104
O 16.715 -1.319 -13.732
H 17.130 -1.372 -14.615
C 16.766 0.738 -7.272
N 15.309 0.418 -6.953
O 15.028 -0.773 -6.854
O 14.501 1.363 -6.948
H 17.028 1.586 -6.638
H 16.910 1.203 -8.247
H 17.420 -0.114 -7.083
C 22.678 -4.779 -9.935
N 21.811 -5.622 -9.120
O 20.876 -6.205 -9.679
O 22.194 -5.832 -7.931
H 23.286 -4.208 -9.233
H 22.050 -4.229 -10.636
H 23.363 -5.461 -10.440
C 19.809 -3.086 -13.880
N 20.157 -4.214 -14.716
O 19.411 -5.085 -15.138
O 21.390 -4.252 -14.985
H 18.746 -2.867 -13.977
H 20.369 -2.169 -14.069
H 19.972 -3.476 -12.876
C 22.806 2.770 -7.978
N 23.787 3.302 -8.922
O 24.917 3.491 -8.461
O 23.387 3.597 -10.017
H 21.827 2.570 -8.413
H 22.770 3.316 -7.035
H 23.174 1.801 -7.642
C 14.740 1.780 -10.281
N 14.541 3.328 -10.312
O 14.872 3.963 -11.292
O 14.142 3.866 -9.259
H 13.767 1.367 -10.544
H 14.847 1.576 -9.215
H 15.553 1.461 -10.934
*
```

Total energy = -6792.42955 Eh
Expectation value of S² = 6.10
E_HOMO (spin up / spin down) = -12.61 / -12.15 eV

Here are the Mulliken charges for atoms 1 to 5, given in e:
1. C -1.64
2. C 1.80
3. C -1.38
4. C -0.83
5. C -0.56

---

[5]
Molecular formula: C14H54N8O13
Method: DFT, ωB97M-V/def2-TZVPD

```
! RIJCOSX wB97M-V def2-TZVPD def2/J DEFGRID3
* xyz 0 1
C 0.318 0.212 0.730
C 0.631 0.934 -0.568
O -0.531 0.911 -1.406
H -0.127 -0.817 0.417
H -0.293 0.736 1.408
H 1.179 -0.076 1.274
H 1.462 0.385 -0.953
H 0.911 1.909 -0.420
H -0.720 0.025 -1.709
C 2.207 -2.630 1.746
O 1.933 -3.919 1.258
N 1.705 -2.355 2.929
N 3.033 -1.837 1.144
H 1.351 -3.204 3.477
H 1.817 -1.467 3.428
H 3.375 -2.178 0.271
H 3.098 -0.879 1.410
C -2.050 3.655 0.362
O -2.990 2.768 0.826
N -2.247 4.892 0.466
N -0.987 3.477 -0.315
H -3.011 5.105 1.081
H -1.822 5.568 -0.236
H -0.853 2.458 -0.517
H -0.449 4.235 -0.857
C -2.958 -2.268 -2.609
O -2.035 -1.327 -2.355
N -2.847 -3.018 -3.638
N -4.052 -2.473 -1.912
H -1.983 -3.003 -4.175
H -3.734 -3.469 -4.033
H -4.180 -1.788 -1.175
H -4.508 -3.291 -1.973
C 3.780 1.919 0.366
O 3.467 0.925 1.203
N 3.201 3.057 0.299
N 4.580 1.640 -0.671
H 2.457 3.316 0.951
H 3.260 3.683 -0.469
H 5.025 0.743 -0.654
H 4.793 2.307 -1.423
C 0.933 2.981 2.552
O 0.958 3.932 1.541
H -0.021 2.808 2.918
H 1.376 3.448 3.444
H 1.471 2.083 2.306
H 0.311 3.765 0.871
C -0.692 0.581 -4.695
O -1.451 0.752 -5.753
H 0.107 1.269 -4.545
H -0.248 -0.376 -4.709
H -1.324 0.585 -3.775
H -1.941 -0.056 -5.954
C 2.229 0.768 -3.478
O 2.826 1.032 -4.757
H 1.527 1.581 -3.222
H 3.020 0.774 -2.676
H 1.746 -0.200 -3.493
H 2.128 1.087 -5.364
C 1.063 0.920 4.768
O 2.246 0.359 4.155
H 0.975 0.437 5.717
H 0.112 0.984 4.127
H 1.186 1.964 5.025
H 2.750 1.142 3.929
C -1.535 -3.456 0.666
O -0.611 -4.543 0.588
H -0.983 -2.620 1.117
H -2.484 -3.594 1.144
H -1.883 -3.075 -0.356
H 0.213 -4.325 1.064
C 1.362 -2.910 -1.517
O 0.690 -3.095 -2.739
H 2.014 -2.056 -1.456
H 1.860 -3.837 -1.078
H 0.552 -2.571 -0.863
H 0.138 -3.896 -2.599
C -3.310 -0.149 0.419
O -4.542 -0.805 0.003
H -3.530 0.376 1.333
H -2.837 0.451 -0.295
H -2.465 -0.815 0.593
H -5.287 -0.158 0.003
C -1.472 -1.359 3.605
O -2.319 -0.575 4.332
H -1.489 -2.408 3.862
H -0.415 -1.060 3.650
H -1.820 -1.344 2.571
H -2.301 0.339 4.016
*
```

Total energy = -1981.77856 Eh
E_HOMO = -8.80 eV
Energy relative to the best compared isomer or geometry (same formula, charge and spin) = 92.70 kJ/mol

Here are the Mulliken charges for atoms 1 to 5, given in e:
1. C 2.89
2. C -1.81
3. O -0.39
4. H -1.66
5. H 0.46

---

[6]
Molecular formula: C17H27N3O2S
Method: DFT, ωB97M-V/def2-TZVPD

```
! RIJCOSX wB97M-V def2-TZVPD def2/J DEFGRID3
* xyz 0 1
C -0.344 -3.764 -1.947
H 0.355 -4.388 -2.515
O 0.054 -2.415 -1.961
C 1.375 -2.193 -1.532
C 1.591 -2.456 -0.022
N 2.675 -1.673 0.522
C 2.666 -0.317 0.655
N 1.482 0.310 0.688
H 0.634 -0.179 0.428
C 1.336 1.745 0.583
C 0.132 2.203 1.407
H 0.170 3.287 1.507
H 0.214 1.776 2.406
C -1.200 1.772 0.751
N -0.890 0.923 -0.390
C -1.959 0.058 -0.852
C -2.424 -0.843 0.244
C -3.667 -1.084 0.748
C -3.504 -2.049 1.773
C -2.174 -2.320 1.819
O -1.512 -1.597 0.897
H -1.594 -2.974 2.439
H -4.272 -2.474 2.387
H -4.586 -0.634 0.432
H -2.840 0.593 -1.241
H -1.542 -0.557 -1.659
C -0.213 1.684 -1.429
C 1.156 2.150 -0.886
H 1.252 3.232 -0.967
H 1.968 1.710 -1.467
C -1.063 2.868 -1.923
C -1.452 3.784 -0.765
H -0.569 4.305 -0.392
C -2.083 2.969 0.361
H -2.251 3.597 1.238
H -3.055 2.592 0.034
H -2.155 4.544 -1.112
H -0.506 3.424 -2.678
H -1.968 2.479 -2.397
H -0.054 1.002 -2.273
H -1.765 1.162 1.465
H 2.257 2.188 0.976
S 4.118 0.460 0.852
H 3.606 -2.051 0.432
H 1.823 -3.508 0.157
H 0.664 -2.216 0.506
H 1.566 -1.137 -1.739
H 2.077 -2.798 -2.126
H -1.324 -3.799 -2.419
H -0.424 -4.155 -0.927
*
```

Total energy = -1376.90434 Eh
E_HOMO = -7.72 eV
Energy relative to the best compared isomer or geometry (same formula, charge and spin) = 88.84 kJ/mol

Here are the natural (NBO) charges for atoms 1 to 5, given in e:
1. C -0.25
2. H 0.17
3. O -0.54
4. C -0.07
5. C -0.27

---

[7]
Molecular formula: C6H7BrN2
Method: DFT, ωB97M-V/def2-TZVPD

```
! RIJCOSX wB97M-V def2-TZVPD def2/J DEFGRID3
* xyz 0 1
C 1.009 1.849 1.960
C 0.333 0.656 1.734
C 0.578 1.974 -0.107
C -0.965 -1.585 -0.452
C -0.835 -0.692 -1.719
C -0.558 -0.215 -0.322
N 1.204 2.540 0.801
N 0.139 0.708 0.344
Br 1.289 -3.643 -1.254
H 1.340 2.282 2.878
H 0.063 -0.351 2.155
H 0.738 2.061 -1.174
H -2.068 -1.792 -0.172
H -0.358 -2.536 -0.277
H -0.081 -0.851 -2.435
H -1.827 -0.404 -1.962
*
```

Total energy = -2916.19240 Eh
E_HOMO (spin up / spin down) = -7.75 / -7.75 eV
Energy relative to the best compared isomer or geometry (same formula, charge and spin) = 294.00 kJ/mol

Here are the natural (NBO) charges for atoms 1 to 5, given in e:
1. C -0.04
2. C -0.07
3. C 0.22
4. C -0.50
5. C -0.43

---

[8]
Molecular formula: C20H27N5O
Method: DFT, ωB97M-V/def2-TZVPD

```
! RIJCOSX wB97M-V def2-TZVPD def2/J DEFGRID3
* xyz 0 1
C -8.175 -1.626 1.203
H -8.445 -0.583 1.394
O -7.377 -1.752 0.052
C -6.159 -1.141 0.033
C -5.640 -0.365 1.063
C -4.387 0.210 0.935
C -3.643 0.034 -0.223
C -4.158 -0.752 -1.251
C -5.399 -1.332 -1.122
H -5.809 -1.945 -1.908
H -3.568 -0.912 -2.139
N -2.364 0.602 -0.358
C -1.268 -0.083 -0.790
N -1.231 -1.363 -1.168
C -0.029 -1.769 -1.516
N 1.099 -1.076 -1.521
C 1.071 0.202 -1.139
N 2.225 0.910 -1.190
H 2.223 1.808 -0.735
C 3.504 0.274 -1.383
H 4.144 0.948 -1.961
C 4.182 -0.083 -0.057
H 3.534 -0.756 0.506
C 5.521 -0.779 -0.294
N 6.065 -1.355 0.924
C 7.094 -2.332 0.633
H 6.677 -3.117 0.006
H 7.965 -1.895 0.118
H 7.432 -2.779 1.567
C 6.556 -0.349 1.841
H 6.940 -0.840 2.734
H 7.362 0.265 1.405
H 5.740 0.306 2.138
H 5.355 -1.598 -0.998
H 6.231 -0.071 -0.761
H 4.322 0.829 0.528
H 3.317 -0.633 -1.961
C -0.153 0.781 -0.747
C -0.632 2.044 -0.287
C -1.976 1.899 -0.062
C -2.963 2.934 0.356
H -3.962 2.662 0.023
H -2.980 3.055 1.440
H -2.701 3.895 -0.083
C 0.179 3.283 -0.094
H -0.458 4.116 0.191
H 0.701 3.549 -1.014
H 0.918 3.143 0.696
H 0.053 -2.800 -1.836
H -3.984 0.784 1.754
H -6.192 -0.208 1.977
H -9.079 -2.199 0.998
H -7.678 -2.041 2.085
*
```

Total energy = -1127.34379 Eh
E_HOMO = -7.40 eV
Energy relative to the best compared isomer or geometry (same formula, charge and spin) = 70.92 kJ/mol

Here are the natural (NBO) charges for atoms 1 to 5, given in e:
1. C -0.25
2. H 0.17
3. O -0.49
4. C 0.30
5. C -0.31